C47H63HfI2N2O7 as an isolated structure, computed with the ωB97M-V functional and the def2-TZVPD basis.

* ΔE to the lowest compared entry with this formula, charge and spin: 0.000 eV
* DFT total energy: -84585.4940 eV
* gap between HOMO and LUMO: 6.413 eV

```
! RIJCOSX wB97M-V def2-TZVPD def2/J DEFGRID3
* xyz 1 1
Hf 1.463 -2.289 -1.897
C 2.049 -0.265 -4.494
O 1.477 -0.494 -3.176
C 0.897 0.664 -2.597
C -0.462 0.882 -2.762
C -1.356 -0.031 -3.578
C -2.303 -0.821 -2.706
C -3.659 -0.536 -2.638
C -4.522 -1.215 -1.776
C -3.974 -2.205 -0.966
C -2.618 -2.516 -1.004
C -1.973 -3.469 -0.030
C -1.180 -2.666 0.982
C -1.857 -1.822 1.848
C -1.202 -0.998 2.759
C 0.184 -1.069 2.810
C 0.910 -1.911 1.972
C 2.421 -1.953 2.083
C 3.028 -0.661 1.603
C 3.548 0.276 2.493
C 4.015 1.513 2.066
C 3.929 1.793 0.702
C 3.417 0.887 -0.213
C 3.198 1.259 -1.657
C 1.721 1.520 -1.878
C 1.124 2.621 -1.285
C -0.243 2.872 -1.377
C -1.014 1.991 -2.126
C -0.831 4.081 -0.653
C -2.350 4.156 -0.803
C -0.216 5.364 -1.225
C -0.495 3.976 0.842
C 2.986 -0.351 0.253
O 2.502 -1.269 -0.630
C 4.580 2.565 3.018
C 6.026 2.889 2.617
C 3.727 3.838 2.925
C 4.576 2.087 4.469
C 0.209 -2.669 1.047
O 0.942 -3.484 0.152
C 1.299 -4.758 0.740
C -2.019 -0.057 3.642
C -2.852 0.866 2.740
C -2.957 -0.881 4.534
C -1.130 0.810 4.532
C -1.802 -1.824 -1.882
O -0.479 -2.117 -1.923
C -6.002 -0.837 -1.737
C -6.624 -1.063 -3.121
C -6.780 -1.665 -0.715
C -6.133 0.645 -1.355
H 1.258 0.120 -5.135
H 2.431 -1.214 -4.849
H 2.867 0.444 -4.402
H -0.743 -0.703 -4.178
H -1.940 0.578 -4.269
H -4.047 0.249 -3.278
H -4.600 -2.750 -0.273
H -1.325 -4.175 -0.551
H -2.742 -4.044 0.487
H -2.939 -1.797 1.782
H 0.739 -0.455 3.508
H 2.811 -2.794 1.509
H 2.696 -2.115 3.127
H 3.575 0.015 3.543
H 4.266 2.754 0.329
H 3.570 0.474 -2.314
H 3.759 2.166 -1.886
H 1.754 3.286 -0.707
H -2.080 2.148 -2.229
H -2.650 4.260 -1.848
H -2.723 5.029 -0.265
H -2.842 3.275 -0.386
H -0.429 5.458 -2.291
H 0.867 5.388 -1.093
H -0.632 6.236 -0.716
H -0.916 3.065 1.269
H -0.912 4.830 1.380
H 0.582 3.963 1.017
H 6.085 3.275 1.599
H 6.654 1.998 2.676
H 6.442 3.645 3.286
H 3.738 4.259 1.919
H 4.113 4.599 3.607
H 2.690 3.631 3.196
H 5.189 1.194 4.604
H 3.565 1.870 4.821
H 4.986 2.869 5.109
H 1.296 -4.651 1.823
H 2.294 -5.028 0.397
H 0.572 -5.514 0.442
H -3.543 0.302 2.111
H -2.204 1.451 2.086
H -3.439 1.556 3.349
H -3.650 -1.482 3.945
H -3.547 -0.218 5.169
H -2.389 -1.554 5.179
H -0.455 1.435 3.943
H -0.533 0.207 5.220
H -1.756 1.472 5.132
H -6.544 -2.111 -3.416
H -6.134 -0.459 -3.886
H -7.681 -0.792 -3.108
H -6.747 -2.731 -0.946
H -7.826 -1.358 -0.722
H -6.400 -1.518 0.298
H -5.639 1.294 -2.079
H -5.691 0.834 -0.375
H -7.186 0.931 -1.316
N 4.526 -3.567 -0.778
N 5.126 -2.857 -1.830
C 4.359 -2.284 -2.813
O 4.780 -1.377 -3.494
O 3.145 -2.823 -2.974
H 4.491 -2.984 0.053
H 5.081 -4.391 -0.581
H 5.972 -2.340 -1.639
O 0.592 -2.958 -4.157
H 0.950 -3.476 -4.887
H -0.358 -3.124 -4.109
I 2.064 -5.369 -2.543
I 0.159 -7.206 -2.219
*
```